(1)
Entry from the OMol25 dataset: C4H4N2 in the gas phase at a distorted geometry (ωB97M-V/def2-TZVPD).

```
10
Properties=species:S:1:pos:R:3:forces:R:3
N -1.0884 2.7084 -0.3135 0.45 -0.90 0.48
C -0.6013 1.7778 0.1751 -0.41 0.73 -0.42
C 0.0260 0.5928 0.7656 -0.18 0.07 0.19
C 1.3114 0.0600 0.1801 -0.10 -0.21 -0.16
C 0.2434 -0.6252 -0.0764 0.25 0.17 0.08
N -0.4315 -1.6714 -0.6259 -0.07 0.09 -0.02
H -0.1976 0.4862 1.8297 0.08 0.02 -0.15
H 2.3606 0.2782 0.0799 -0.17 -0.02 -0.03
H -0.2026 -1.9056 -1.5799 0.12 -0.09 0.11
H -1.4200 -1.7012 -0.4346 0.02 0.12 -0.08
```
Forces are in eV/Å.

Computed properties:
- HOMO level: -0.342 Ha
- Energy relative to the best compared isomer or geometry (same formula, charge and spin): 54.1 kcal per mole
- Kohn-Sham gap: 0.369 Eh
- Maximum force: 1.112 eV/A
- E: -7190.345 eV

=====

(2)
Entry from the OMol25 dataset: C5H5N3 in the gas phase at a distorted geometry (ωB97M-V/def2-TZVPD).

```
13
Properties=species:S:1:pos:R:3:forces:R:3
H -3.1147 0.5141 0.5298 1.55 -3.64 -2.02
N -2.6240 -0.5096 0.1101 2.28 3.82 2.59
C -1.3355 -0.1856 0.0954 -1.50 0.99 -2.54
C -0.2310 -1.2479 -0.2595 -1.54 2.67 1.88
C 1.0841 -1.4030 -0.0304 -1.84 -0.69 1.06
N 1.9878 -0.4302 0.2781 1.21 3.68 -1.52
C 1.6704 0.8137 0.0127 -5.00 -4.96 1.21
C 0.1807 1.4704 -0.0696 8.49 3.38 -0.77
N -0.9986 1.2629 -0.0474 -4.66 -3.71 1.38
H -0.9094 -1.9946 -0.3723 -0.82 -3.34 -0.78
H 1.4643 -2.4205 0.0926 -0.02 0.28 -0.62
H 2.2918 1.5830 -0.1771 2.81 2.17 0.16
H 0.5341 2.5472 -0.1623 -0.98 -0.66 -0.02
```
Forces are in eV/Å.

Computed properties:
- HOMO level: -0.342 Ha
- Energy relative to the best compared isomer or geometry (same formula, charge and spin): 95.8 kcal per mole
- Kohn-Sham gap: 0.301 Eh
- Maximum force: 9.172 eV/A
- E: -9731.336 eV

=====

(3)
Entry from the OMol25 dataset: a molecular structure, C36H108FN2O20Pd at a distorted geometry (ωB97M-V/def2-TZVPD).

```
168
Properties=species:S:1:pos:R:3:forces:R:3
Pd 1.8218 -1.6320 -1.5986 -0.13 -1.31 0.81
C 1.9033 -3.8404 1.9422 0.02 1.40 -0.05
C 3.3781 -4.0912 1.5912 -1.02 -1.22 -0.39
C 3.4073 -5.6515 1.5081 0.88 0.19 -0.36
C 4.6568 -6.2411 0.8601 -0.02 0.38 -1.30
C 4.9243 -5.5677 -0.5375 0.00 0.03 2.39
C 4.9668 -4.0059 -0.3782 -0.22 -0.25 -0.72
N 3.6840 -3.5217 0.2364 -0.27 0.74 -0.58
O 3.4490 -2.0780 0.0574 0.27 -2.33 0.33
C 5.0962 -3.5382 -1.8481 -0.48 0.94 0.31
C 6.2321 -3.5464 0.3957 0.21 -0.73 -0.77
C 4.2364 -3.6325 2.7780 -0.05 0.69 0.10
H 1.5188 -4.4533 2.7575 0.39 -0.24 0.07
H 1.2173 -3.9516 1.1025 0.23 0.03 -0.18
H 1.8431 -2.8084 2.2878 -0.37 0.19 -0.10
H 2.5243 -6.0110 0.9798 -0.08 0.13 -0.12
H 3.3439 -6.0094 2.5358 -0.16 -0.05 0.11
H 4.5171 -7.2986 0.6362 0.00 -0.23 0.39
H 5.5203 -6.1400 1.5176 0.09 0.02 -0.02
H 4.1769 -5.9667 -1.2233 -0.29 0.66 -0.13
H 5.8780 -5.9288 -0.9222 0.23 0.20 0.01
H 4.1819 -3.7651 -2.3964 -0.03 0.00 -0.04
H 5.9465 -3.9746 -2.3723 0.02 -0.43 0.27
H 5.2607 -2.4641 -1.9335 -0.16 0.09 0.20
H 7.0418 -3.6989 -0.3179 0.30 0.46 -0.09
H 6.5531 -4.1820 1.2209 -0.53 0.08 0.30
H 6.1784 -2.5009 0.6993 0.05 -0.12 -0.08
H 4.4751 -2.5792 2.6309 0.43 -0.01 -0.08
H 5.1222 -4.2323 2.9868 0.16 0.15 -0.39
H 3.6815 -3.6265 3.7162 -0.40 -0.28 -0.03
C 1.3493 0.4145 1.4607 0.17 -1.13 -0.96
C 0.0255 0.7037 0.6727 0.36 0.43 0.56
C 0.1142 2.1884 0.2278 -0.45 -0.06 -1.26
C -1.0120 2.6460 -0.7517 0.78 -1.32 0.64
C -0.9886 1.6996 -1.9518 -0.15 0.10 0.25
C -1.1698 0.1897 -1.6282 1.12 0.12 -1.05
N -0.1019 -0.1686 -0.5825 -0.93 -0.04 0.70
O -0.0785 -1.6055 -0.2707 0.56 1.88 -0.45
C -0.7704 -0.5531 -2.9784 -0.49 -0.12 0.47
C -2.6769 -0.0590 -1.3343 0.73 -0.26 0.99
C -1.0236 0.5770 1.8020 -0.99 -0.32 -0.61
H 1.5018 0.9618 2.3910 -0.51 0.52 -0.12
H 2.2545 0.5204 0.8627 -0.03 0.15 -0.24
H 1.3457 -0.6322 1.7648 -0.06 -0.19 -0.14
H 1.0286 2.2950 -0.3559 0.35 0.02 0.13
H 0.2048 2.8446 1.0934 -0.07 -0.06 0.12
H -0.8122 3.6356 -1.1625 -0.19 0.31 0.45
H -1.9585 2.5875 -0.2143 -0.26 0.33 -0.16
H -0.0563 1.8853 -2.4850 0.36 -0.32 0.09
H -1.7392 2.0365 -2.6668 -0.38 -0.29 -0.11
H -1.4947 -0.3743 -3.7730 -0.39 0.38 0.10
H -0.7481 -1.6415 -2.9238 0.05 -0.01 0.54
H 0.1804 -0.2693 -3.4295 0.23 0.28 0.47
H -3.3322 0.2272 -2.1569 0.23 -0.08 -0.28
H -3.0000 0.5099 -0.4625 0.06 0.21 -0.03
H -2.8538 -1.0974 -1.0541 0.05 -0.15 -0.22
H -0.9471 1.3916 2.5223 0.39 -0.02 0.02
H -0.9478 -0.3660 2.3433 0.17 0.01 -0.06
H -2.0548 0.6287 1.4527 -0.08 -0.02 -0.23
F 2.2766 -1.8720 -3.7153 0.06 0.37 0.58
C 0.5683 -1.9556 4.6779 0.76 0.44 -0.79
O 0.0814 -1.5907 5.9395 -0.27 -0.46 0.36
H 1.6417 -2.1330 4.7443 0.00 -0.13 0.16
H 0.1143 -2.8192 4.1921 -0.28 -0.17 0.30
H 0.4432 -1.1075 4.0047 0.05 0.04 -0.38
H -0.8357 -1.3585 5.7760 -0.34 0.36 0.42
C -1.2175 3.6311 3.8749 -0.88 -0.15 0.67
O -1.6062 4.8909 4.4579 0.65 -0.28 -0.39
H -2.0897 3.2341 3.3555 0.21 -0.14 -0.52
H -0.3496 3.6957 3.2187 -0.20 0.50 0.02
H -0.9964 2.8964 4.6490 0.23 -0.03 0.16
H -2.4466 4.7244 4.8910 -0.01 0.11 0.05
C 3.2668 3.4497 3.0900 -0.28 0.95 -0.45
O 3.4054 4.9142 3.0466 0.06 -1.18 0.50
H 2.6350 3.1183 3.9140 -0.06 0.17 0.02
H 2.7972 3.1911 2.1410 0.11 -0.48 0.04
H 4.2182 2.9342 3.2216 0.04 0.43 -0.16
H 2.7167 5.2419 3.6296 0.07 0.20 -0.02
C -5.6386 -1.4417 -4.2648 -1.08 0.88 0.13
O -4.9321 -0.6329 -5.1750 1.02 -0.75 -0.47
H -5.2374 -1.4725 -3.2517 0.56 -0.09 0.01
H -6.5811 -0.9004 -4.1819 -0.71 -0.67 0.38
H -5.8038 -2.4580 -4.6225 0.21 0.20 -0.22
H -4.9830 0.2592 -4.8242 0.06 0.46 0.20
C -5.6865 -2.4131 0.0772 -0.02 -0.42 -0.27
O -6.9399 -1.7362 0.2928 0.51 -0.64 -0.18
H -5.7745 -3.4853 -0.0977 -0.46 -0.15 0.17
H -5.1943 -2.0511 -0.8255 0.29 0.42 0.21
H -5.0730 -2.3212 0.9734 0.04 0.37 -0.18
H -7.5356 -2.0399 -0.3960 -0.16 0.15 0.04
C 4.0230 0.4240 -2.0596 0.71 0.47 0.98
O 2.6146 0.3975 -1.7185 1.58 0.08 -1.10
H 4.3704 0.9863 -2.9264 -1.02 0.14 -0.57
H 4.5298 0.9281 -1.2367 0.19 -0.33 0.25
H 4.4510 -0.5701 -2.1886 -0.67 -0.07 0.27
H 2.3309 1.3078 -1.6069 -0.26 0.20 0.02
C 2.1754 1.4630 -5.1075 -0.46 -0.04 -0.21
O 1.9159 0.1872 -5.7060 0.27 1.70 0.10
H 3.2264 1.7247 -4.9849 0.41 -0.41 -0.09
H 1.7670 2.2710 -5.7145 -0.22 -0.23 -0.37
H 1.7169 1.5859 -4.1263 -0.11 -0.29 0.18
H 2.1917 -0.4572 -5.0501 0.02 -1.02 0.60
C 2.4696 4.6184 -1.8178 0.67 -0.65 -0.93
O 2.9630 3.3032 -2.2167 -0.89 0.59 0.76
H 3.3256 5.2389 -1.5527 -0.19 0.12 0.35
H 1.9547 5.0894 -2.6551 -0.07 0.04 -0.14
H 1.7459 4.5314 -1.0073 0.36 -0.32 0.09
H 3.6426 3.3953 -2.8885 -0.02 0.16 -0.02
C -3.4790 4.8833 0.9721 0.15 -0.51 -0.49
O -4.4600 5.8924 0.9710 -0.47 0.12 0.32
H -3.8941 3.9049 1.2140 -0.49 0.19 0.25
H -3.1302 4.7573 -0.0529 0.65 0.00 0.05
H -2.6849 5.0719 1.6946 0.25 0.13 -0.17
H -4.0517 6.6687 0.5807 -0.06 0.11 0.03
C -5.5261 2.2873 -2.6366 -0.04 0.73 -0.66
O -5.1397 1.8930 -3.9584 -0.26 -0.88 0.08
H -5.8484 1.4399 -2.0315 0.56 -0.27 -0.29
H -4.6828 2.8287 -2.2079 -0.21 -0.10 0.53
H -6.4101 2.9226 -2.6926 0.05 0.32 0.05
H -4.8651 2.6336 -4.5040 -0.06 0.21 0.27
C -2.1217 1.0154 -6.6446 -0.68 -0.40 -0.19
O -3.3392 0.7148 -7.3349 0.39 0.39 -0.83
H -1.5235 1.6880 -7.2594 -0.40 0.36 0.04
H -2.4172 1.4585 -5.6935 0.66 0.11 0.24
H -1.4620 0.1559 -6.5257 -0.24 -0.27 0.37
H -3.9177 0.1288 -6.8414 0.27 -0.27 0.47
C -0.8640 7.2006 -2.3185 1.38 0.64 -0.81
O -1.4114 8.4157 -1.7948 -0.45 -0.93 0.45
H -1.0202 7.1740 -3.3970 -0.27 -0.35 -0.07
H 0.2183 7.2215 -2.1911 0.31 0.07 0.01
H -1.1193 6.2373 -1.8770 -1.00 0.57 0.42
H -1.0884 9.1266 -2.3533 0.01 -0.04 0.01
C -2.4653 -3.6519 -2.7567 0.37 0.27 0.55
O -3.2488 -4.7412 -2.2534 -0.07 0.04 -0.73
H -1.9546 -3.2268 -1.8926 0.18 0.42 -0.20
H -1.7094 -3.9061 -3.4998 0.02 -0.51 0.03
H -3.0662 -2.8888 -3.2513 -0.43 -0.13 0.29
H -2.6985 -5.5252 -2.3175 -0.07 -0.06 0.09
C -3.3401 -0.4713 4.4891 -0.96 1.23 -0.70
O -2.5133 0.0392 5.5155 0.60 -0.60 0.62
H -2.7848 -1.0142 3.7241 0.12 -0.16 0.36
H -4.2146 -1.0105 4.8532 0.28 -0.53 0.13
H -3.7711 0.4203 4.0337 -0.19 -0.12 -0.68
H -3.1121 0.3584 6.1946 0.21 0.06 0.16
C -4.9912 0.8764 1.4451 -0.31 -2.00 0.45
O -5.9579 0.0785 2.1765 0.29 1.28 0.25
H -4.5904 1.6870 2.0538 -0.39 0.02 -0.03
H -4.2009 0.1458 1.2724 0.57 0.53 -0.40
H -5.4066 1.1879 0.4868 0.07 0.41 0.03
H -6.1920 -0.6367 1.5804 -0.44 0.03 -0.02
C 2.8034 0.5746 5.3628 0.08 -0.01 0.87
O 3.9732 1.3646 5.4424 0.52 0.72 -0.72
H 1.9297 1.2221 5.2890 0.11 0.11 0.08
H 2.7776 -0.0999 4.5070 0.16 -0.17 0.10
H 2.8050 0.0810 6.3346 -0.91 -0.72 -0.28
H 4.7203 0.7674 5.5253 0.04 0.01 -0.02
C 5.1831 0.1539 2.4574 -1.23 -0.71 0.37
O 5.3983 -0.1799 1.1078 1.11 1.17 0.27
H 4.1150 0.1178 2.6715 -0.36 0.08 0.02
H 5.6015 -0.5830 3.1430 0.50 -0.11 0.12
H 5.4773 1.1489 2.7912 0.53 0.03 -0.73
H 4.8241 -0.9062 0.8543 -0.83 -0.49 -0.27
C -2.3741 -3.6370 0.9166 0.84 0.85 -0.29
O -1.6771 -2.7896 1.8361 -0.96 -0.92 0.61
H -1.6744 -4.2656 0.3657 0.11 -0.33 0.11
H -3.1190 -4.2624 1.4087 0.05 0.25 0.16
H -2.8039 -2.9925 0.1497 -0.57 -0.19 -0.05
H -1.1372 -2.2111 1.2925 0.72 0.36 -0.72
```
Forces are in eV/Å.

Computed properties:
- HOMO level (alpha / beta): -0.179 / -0.161 Ha
- Total charge: -1
- Kohn-Sham gap (alpha / beta): 0.241 / 0.223 Eh
- Maximum force: 2.391 eV/A
- <S²>: 2.009
- E: -89199.869 eV
- 2S+1: 3

=====

> Which value of E does entry 3 give?

-89199.869 eV

=====

> What is the maximum force in the first record?

1.112 eV/A

=====

Please write out number 1 again, unchanged.
Entry from the OMol25 dataset: C4H4N2 in the gas phase at a distorted geometry (ωB97M-V/def2-TZVPD).

```
10
Properties=species:S:1:pos:R:3:forces:R:3
N -1.0884 2.7084 -0.3135 0.45 -0.90 0.48
C -0.6013 1.7778 0.1751 -0.41 0.73 -0.42
C 0.0260 0.5928 0.7656 -0.18 0.07 0.19
C 1.3114 0.0600 0.1801 -0.10 -0.21 -0.16
C 0.2434 -0.6252 -0.0764 0.25 0.17 0.08
N -0.4315 -1.6714 -0.6259 -0.07 0.09 -0.02
H -0.1976 0.4862 1.8297 0.08 0.02 -0.15
H 2.3606 0.2782 0.0799 -0.17 -0.02 -0.03
H -0.2026 -1.9056 -1.5799 0.12 -0.09 0.11
H -1.4200 -1.7012 -0.4346 0.02 0.12 -0.08
```
Forces are in eV/Å.

Computed properties:
- HOMO level: -0.342 Ha
- Energy relative to the best compared isomer or geometry (same formula, charge and spin): 54.1 kcal per mole
- Kohn-Sham gap: 0.369 Eh
- Maximum force: 1.112 eV/A
- E: -7190.345 eV

=====

> The highest maximum force belongs to which entry?

C5H5N3